The following is a DFT calculation (ωB97M-V/def2-TZVPD) of C25H47Br2LaNO3Si2 as an isolated structure in a non-equilibrium geometry.

```
! wB97M-V def2-TZVPD RIJCOSX def2/J DEFGRID3
* xyz 1 1
La -1.088 -1.402 -1.019
Br -0.431 0.556 6.045
Br -1.117 3.161 0.983
Si 0.066 -1.656 -4.099
Si -4.030 -0.144 -1.049
O -0.205 0.433 0.026
O 2.607 1.363 -2.967
O 3.379 -0.529 -4.045
N -0.257 -1.965 1.363
C -1.547 -2.587 -3.736
C -0.164 -3.214 3.410
C -0.243 -3.148 2.013
C 4.550 2.354 -1.876
C -5.008 -1.385 -2.071
C -0.168 -0.797 2.075
C 3.374 1.452 -1.687
C -0.603 1.643 3.405
C 5.042 -1.622 -2.474
C -0.276 -0.197 -5.217
C -2.505 0.337 -1.983
C 0.550 -1.155 -2.386
C 1.168 -2.834 -5.025
C 1.055 3.131 -2.198
C -0.185 -0.785 3.501
C 4.964 0.564 -5.399
C 3.588 -0.044 -5.452
C -3.587 -0.984 0.623
C -5.066 1.355 -0.653
C 4.158 -1.851 -3.663
C -0.382 0.482 4.136
C -0.117 -2.042 4.157
C 1.905 2.616 -3.321
C -0.275 0.452 1.327
C -0.592 1.645 2.017
H -0.153 -4.192 3.883
H 5.224 2.042 -2.678
H 5.689 -0.737 -2.618
H -2.584 0.455 -3.077
H -1.995 1.236 -1.588
H 1.524 -1.591 -2.074
H -4.639 -2.415 -1.973
H 5.204 1.006 -6.364
H 1.704 -3.502 -4.350
H -5.348 1.866 -1.585
H 3.450 -0.880 -6.137
H -0.799 2.576 3.933
H -1.141 0.384 -4.869
H 4.453 -1.535 -1.546
H 5.003 1.369 -4.647
H 5.728 -0.189 -5.149
H 0.710 -0.047 -2.439
H -6.058 -1.374 -1.744
H 2.691 3.308 -3.601
H -2.380 -1.931 -3.424
H -4.558 -1.291 1.035
H 2.687 1.738 -0.869
H 0.546 2.323 -1.661
H 3.692 0.415 -1.459
H -3.127 -0.288 1.341
H -0.053 -2.065 5.232
H 3.413 0.421 -3.587
H -0.296 -4.047 1.393
H 4.237 3.383 -2.058
H 0.290 3.849 -2.534
H 1.887 -2.334 -5.678
H -2.996 -1.928 0.628
H -4.501 2.060 -0.027
H 0.588 0.476 -5.307
H 5.717 -2.490 -2.350
H 1.302 2.414 -4.205
H 2.791 0.692 -5.626
H 1.674 3.672 -1.475
H 5.115 2.328 -0.947
H -1.383 -3.394 -2.992
H 4.722 -2.140 -4.560
H -4.980 -1.111 -3.134
H -0.505 -0.589 -6.217
H 0.502 -3.441 -5.646
H -1.837 -3.067 -4.680
H -5.979 1.057 -0.120
H 3.375 -2.599 -3.466
*
```

Computed properties:
**Lowest unoccupied orbital energy**: -2.46 eV
**HOMO level**: -9.210 eV
**Total energy**: -191012.729 eV
**Orbital gap**: 0.2479 Ha

=====

The following is a DFT calculation (ωB97M-V/def2-TZVPD) of C25H47Br2NO3Si2Tl as an isolated structure in a non-equilibrium geometry.

```
! wB97M-V def2-TZVPD RIJCOSX def2/J DEFGRID3
* xyz 1 1
Tl 0.274 1.287 0.928
Br 1.074 -3.095 4.663
Br -0.903 0.522 8.605
Si 0.569 1.543 -3.849
Si 3.817 0.819 2.075
O -0.578 -1.900 -0.546
O 0.111 -0.857 2.821
O -2.229 -0.365 -3.604
N -0.865 1.631 3.413
C -0.686 0.737 4.405
C -0.066 0.921 -2.181
C 1.809 2.942 -3.547
C 4.302 2.205 0.898
C -1.333 2.852 3.676
C -3.394 -2.312 -4.585
C -0.683 2.230 -5.076
C 0.947 -3.541 0.594
C -2.144 -1.452 -4.538
C -0.946 1.064 5.778
C -1.634 3.251 4.993
C 5.284 -0.154 2.728
C -1.614 -2.254 0.389
C -0.113 -0.578 4.026
C -1.468 2.354 6.026
C 0.551 -2.777 -0.662
C 0.226 -1.471 5.117
C -0.609 0.093 6.776
C 1.470 0.107 -4.669
C -2.656 -3.162 -0.231
C -4.489 0.225 -2.821
C 3.000 1.565 3.611
C -3.352 0.525 -3.781
C 2.639 -0.188 1.082
C -0.044 -1.135 6.434
H -3.207 -3.177 -5.226
H 0.212 -1.854 7.208
H -3.667 -2.685 -3.591
H 3.449 2.881 0.731
H -1.913 -1.054 -5.546
H -1.983 4.262 5.150
H 1.368 -2.113 -0.989
H 0.332 -3.483 -1.480
H 5.134 2.790 1.313
H 6.124 0.533 2.895
H 1.868 -4.092 0.380
H 2.756 0.784 4.347
H -5.252 0.998 -2.948
H 0.802 -0.763 -4.759
H -3.445 -3.377 0.495
H -0.493 -0.107 -2.134
H -4.158 0.249 -1.777
H -4.242 -1.756 -4.999
H 2.344 -0.177 -4.063
H 5.603 -0.937 2.027
H 2.508 3.037 -4.393
H -3.117 -2.681 -1.105
H -3.721 0.486 -4.826
H -0.220 2.328 -6.071
H 2.080 2.127 3.394
H -0.839 1.620 -1.833
H 5.025 -0.633 3.684
H -2.951 1.529 -3.583
H 1.819 0.389 -5.675
H -1.280 -2.038 -4.196
H 1.120 -2.886 1.453
H -1.017 3.230 -4.767
H -1.459 3.522 2.826
H 2.719 -0.327 -0.005
H 4.616 1.797 -0.075
H 2.084 -1.002 1.557
H 0.819 0.941 -1.526
H 1.287 3.905 -3.437
H -2.210 -4.111 -0.549
H 3.712 2.259 4.085
H 0.199 -4.292 0.875
H -1.715 2.632 7.045
H -4.944 -0.749 -3.028
H -2.055 -1.294 0.693
H 2.396 2.760 -2.636
H -1.570 1.594 -5.189
H -1.189 -2.699 1.303
*
```

Computed properties:
**Lowest unoccupied orbital energy (alpha / beta)**: -5.48 / -4.27 eV
**HOMO level (alpha / beta)**: -11.360 / -11.412 eV
**Total energy**: -194847.385 eV
**Orbital gap (alpha / beta)**: 0.2159 / 0.2626 Ha

=====

The following is a DFT calculation (ωB97M-V/def2-TZVPD) of C25H47Br2NO3Si2Yb as an isolated structure in a non-equilibrium geometry.

```
! wB97M-V def2-TZVPD RIJCOSX def2/J DEFGRID3
* xyz 1 2
Yb -0.242 1.068 1.625
Br 1.424 4.076 -2.165
Br 4.358 6.539 2.047
Si -2.327 -2.278 0.635
Si -2.389 3.190 1.049
O 0.944 2.037 0.034
O 0.178 -3.493 -0.864
O 0.611 -1.469 -2.395
N 1.932 1.805 2.461
C 2.896 -1.770 -3.093
C 3.024 5.003 0.048
C -0.741 -1.212 0.366
C 3.222 3.859 2.239
C 2.433 -4.259 -0.231
C -3.452 -1.483 1.920
C 2.257 3.960 -0.477
C 3.497 3.804 3.631
C 2.267 1.728 3.754
C -3.316 -2.444 -0.960
C -2.073 -4.046 1.249
C 1.991 -1.187 -2.047
C 0.546 0.860 -3.334
C -0.924 3.687 2.167
C 2.470 2.781 1.679
C 0.575 -4.873 -2.877
C -1.937 1.809 -0.105
C -3.713 2.542 2.227
C 3.483 4.969 1.367
C 1.901 2.849 0.338
C 3.014 2.751 4.381
C -0.151 -0.455 -3.064
C -0.367 -4.005 -2.114
C -2.963 4.716 0.118
C 0.951 -4.357 0.021
H -0.158 -1.195 1.315
H -1.356 -4.088 2.079
H -2.114 5.339 -0.198
H 3.231 5.857 -0.591
H -0.573 -3.090 -2.675
H 0.863 -5.753 -2.285
H -3.638 5.351 0.713
H -0.477 -0.914 -4.009
H 0.834 1.385 -2.406
H -4.478 1.982 1.671
H -2.770 1.205 -0.499
H 2.812 -3.244 -0.105
H -0.069 -1.727 -0.480
H -3.508 4.413 -0.789
H -4.174 -3.117 -0.803
H 0.588 -5.392 -0.065
H -3.422 -0.385 1.881
H -4.497 -1.792 1.756
H -1.328 -4.500 -1.919
H -0.540 2.938 2.901
H -1.039 -0.311 -2.429
H -1.378 2.127 -0.999
H 4.061 4.643 4.057
H -0.068 4.099 1.611
H 0.729 -4.014 1.045
H 2.683 -4.619 -1.229
H 1.461 -4.299 -3.186
H -3.169 -1.797 2.934
H -1.297 4.497 2.814
H -3.023 -4.458 1.618
H -0.148 1.520 -3.866
H 3.937 -1.512 -2.893
H 2.624 -1.384 -4.078
H -4.206 3.382 2.739
H 0.055 -5.195 -3.786
H -0.968 -0.217 -0.086
H 2.164 -1.671 -1.078
H -2.734 -2.848 -1.800
H -1.707 -4.723 0.467
H 1.928 0.853 4.312
H -3.712 -1.469 -1.284
H 2.943 -4.886 0.500
H -3.304 1.873 3.000
H 1.439 0.714 -3.960
H 2.816 -2.860 -3.117
H 3.187 2.690 5.448
H 2.118 -0.111 -1.875
*
```

Computed properties:
**Lowest unoccupied orbital energy (alpha / beta)**: -3.61 / -4.73 eV
**HOMO level (alpha / beta)**: -10.322 / -10.324 eV
**Total energy**: -221683.963 eV
**Orbital gap (alpha / beta)**: 0.2467 / 0.2055 Ha

=====

The following is a DFT calculation (ωB97M-V/def2-TZVPD) of C25H47CoN8SSi as an isolated structure.

```
! wB97M-V def2-TZVPD RIJCOSX def2/J DEFGRID3
* xyz 2 1
Co 0.266 -0.215 -0.268
S 0.465 -0.317 -2.590
Si -1.994 0.594 -0.021
N 0.917 1.667 -0.388
N 2.556 -1.576 -3.777
N 0.579 -0.289 1.682
N 1.647 2.156 0.752
N -0.015 -2.168 -0.100
N 2.892 -1.289 -1.717
N 2.684 -0.886 -0.400
N 3.799 -2.093 -3.541
C -3.182 -0.633 0.884
C -0.451 -4.430 -0.755
C -3.332 -2.014 0.237
C 0.399 -4.349 2.866
C -0.349 -3.054 -1.017
C -4.595 -0.019 0.956
C 5.212 -2.308 -1.520
C 0.577 -1.664 2.146
C -2.627 1.341 -1.643
C 2.361 3.442 0.498
C -3.079 0.265 -2.642
C 0.712 -3.401 3.799
C 3.450 3.206 -0.545
C 0.153 -3.979 1.522
C 4.003 -1.917 -2.280
C 2.990 3.810 1.837
C 0.245 -2.621 1.167
C 1.407 4.547 0.041
C -1.632 2.295 -2.332
C -1.745 2.029 1.196
C -2.707 -0.813 2.336
C 1.974 -1.076 -2.690
C 0.795 -2.038 3.439
C -0.205 -4.895 0.506
C -3.849 2.247 -1.350
H 3.534 4.750 1.752
H 1.595 1.597 -1.146
H 0.036 0.301 2.306
H 1.521 0.105 1.703
H -4.711 1.710 -0.979
H -5.181 -0.613 1.663
H -0.564 -2.671 -2.005
H 0.230 2.340 -0.727
H -1.361 3.134 -1.680
H 0.326 -5.393 3.145
H 4.085 2.364 -0.258
H 4.087 4.087 -0.616
H 5.930 -2.739 -2.212
H 3.368 -0.171 -0.155
H 2.225 3.943 2.606
H 4.975 -3.054 -0.759
H -3.964 -2.640 0.873
H 1.020 -1.295 4.195
H -3.408 -1.468 2.858
H -0.726 1.819 -2.705
H -4.153 2.728 -2.283
H -1.724 -1.283 2.407
H -3.612 3.048 -0.645
H 1.956 5.480 -0.086
H -0.288 -5.949 0.740
H -1.220 2.886 0.769
H -5.115 -0.064 0.003
H 2.811 -1.686 0.215
H -2.311 -0.485 -2.848
H 0.626 4.726 0.784
H 2.176 -1.584 -4.711
H -3.351 0.724 -3.595
H -3.812 -1.959 -0.741
H 3.685 3.037 2.166
H 3.047 3.037 -1.548
H -2.384 -2.532 0.118
H -1.263 1.757 2.137
H 0.944 2.339 1.464
H -2.738 2.396 1.471
H 0.941 4.329 -0.923
H -2.120 2.741 -3.201
H 5.670 -1.446 -1.033
H -0.737 -5.095 -1.557
H -4.604 1.012 1.315
H -3.963 -0.264 -2.278
H -2.687 0.131 2.885
H 0.888 -3.686 4.827
*
```

Computed properties:
**Lowest unoccupied orbital energy (alpha / beta)**: -6.01 / -6.01 eV
**HOMO level (alpha / beta)**: -14.363 / -14.362 eV
**Total energy**: -94936.507 eV
**Orbital gap (alpha / beta)**: 0.3069 / 0.3069 Ha

=====

The following is a DFT calculation (ωB97M-V/def2-TZVPD) of an isolated ion of composition C25H47FN3S2 and charge +1 in a non-equilibrium geometry.

```
! wB97M-V def2-TZVPD RIJCOSX def2/J DEFGRID3
* xyz 1 1
S -3.081 0.454 -1.597
S -2.654 3.457 -1.959
F 0.125 -5.384 0.956
N -1.341 2.005 0.151
N 1.656 -1.607 -3.861
N 0.680 -2.660 -1.791
C 0.075 1.648 -0.239
C -3.048 0.440 -3.507
C -0.190 -4.730 -0.366
C 2.306 3.028 -0.936
C 5.116 0.003 1.558
C -2.947 -3.292 2.817
C 0.727 -3.369 -0.450
C 1.968 -2.360 -2.577
C -0.555 -2.154 -2.504
C -0.926 -0.748 -4.829
C 3.801 -0.964 1.893
C -1.425 3.191 1.079
C -3.401 0.378 2.621
C -1.792 0.080 2.730
C -3.513 -2.223 1.685
C -4.322 -0.944 2.316
C -1.476 0.601 -4.010
C 3.279 1.733 -0.678
C -2.269 2.089 -1.032
C 4.647 2.300 0.087
C -0.868 1.384 3.104
C 4.769 1.609 1.604
C -1.503 2.833 2.677
C 0.150 -1.471 -3.822
C 0.749 2.610 -1.382
H -2.606 3.014 3.074
H 2.714 3.676 -1.830
H 3.078 -2.597 -2.292
H -4.310 -2.832 1.039
H 3.586 1.180 -1.663
H 2.273 -1.224 -4.612
H 2.817 0.937 0.073
H 5.934 -0.300 2.366
H -3.636 1.245 1.834
H -0.844 3.659 3.234
H -0.788 1.398 4.295
H 4.136 -2.078 2.162
H -1.807 -1.480 -5.113
H -3.605 1.424 -3.891
H -2.288 3.949 0.856
H -3.750 0.815 3.666
H 5.647 2.129 2.223
H -1.413 -0.314 1.684
H -0.433 -0.391 -5.830
H 3.207 -1.056 0.870
H -0.841 0.704 -3.005
H -3.535 -0.537 -3.952
H 0.096 -5.545 -1.191
H -1.279 1.580 -4.623
H 3.076 -0.501 2.687
H 5.603 2.038 -0.558
H -3.564 -4.301 2.695
H 0.227 1.199 2.720
H 0.045 0.513 -0.610
H 2.171 3.735 0.001
H -3.114 -2.938 3.926
H -1.798 -3.554 2.677
H -1.696 -2.202 -2.243
H -1.612 -0.805 3.508
H 1.858 -3.624 -0.246
H -5.169 -0.620 1.542
H -4.792 -1.281 3.356
H -0.411 3.804 0.928
H -2.658 -1.933 0.919
H 3.750 1.844 2.166
H 4.619 3.471 0.259
H -1.349 -4.461 -0.441
H 0.294 -2.609 0.359
H 0.201 3.628 -1.565
H 0.869 1.946 -2.355
H 5.520 -0.283 0.484
H 0.840 1.638 0.676
*
```

Computed properties:
**Lowest unoccupied orbital energy**: -4.03 eV
**HOMO level**: -10.958 eV
**SMILES**: CCCCCCCCN(CCCCCCCC)C(=S)SCCCc1cn(CCF)c[nH+]1
**Total energy**: -55524.123 eV
**Orbital gap**: 0.2546 Ha

=====

The following is a DFT calculation (ωB97M-V/def2-TZVPD) of C25H47O14V as an isolated structure in a non-equilibrium geometry.

```
! wB97M-V def2-TZVPD RIJCOSX def2/J DEFGRID3
* xyz 1 2
V -4.378 2.235 -0.980
O 0.279 2.406 -3.689
O -3.375 -2.668 -3.217
O 1.671 0.641 2.364
O -4.776 2.362 0.525
O -3.602 1.285 3.686
O 0.593 -0.567 3.930
O 0.855 2.821 -5.797
O 3.913 -2.539 -1.146
O -5.360 0.296 2.695
O -2.497 1.423 -0.694
O 3.736 3.182 -3.530
O 3.214 3.613 -1.408
O -2.002 -3.620 -1.694
O 2.474 -3.407 -2.608
C 2.535 1.468 -0.661
C -2.333 -3.166 -2.905
C -4.239 0.277 3.125
C -2.940 -3.410 -0.622
C 1.361 -1.741 3.696
C -2.251 -3.848 0.650
C 1.613 -2.291 -0.713
C 0.205 4.679 -4.328
C -0.189 3.138 -2.556
C 0.562 -2.826 2.990
C 3.216 1.349 -2.007
C 3.415 2.783 -2.463
C 5.036 -2.972 -1.936
C -3.462 -0.999 3.051
C 2.701 -2.802 -1.612
C 0.809 0.532 3.203
C -1.644 0.379 -0.412
C 2.990 2.867 -0.198
C 0.225 4.590 -2.804
C -1.206 -3.298 -3.898
C -0.221 1.589 3.491
C 6.217 -3.148 -1.016
C -4.216 2.579 3.812
C -3.802 3.192 5.116
C 0.530 3.248 -4.744
H -0.749 1.334 4.413
H -3.260 -1.481 4.007
H -2.736 3.119 5.343
H -2.865 -3.526 1.491
H 1.238 4.771 -2.455
H -0.754 -2.306 -3.998
H 6.692 -2.210 -0.725
H 2.237 3.381 0.390
H 0.486 -2.595 1.931
H -3.859 -3.962 -0.814
H 1.447 1.395 -0.709
H -1.985 -0.526 -0.938
H -2.120 -4.926 0.669
H 4.241 0.955 -1.949
H -1.661 0.115 0.657
H 0.733 -2.865 -0.998
H -0.967 1.471 2.702
H 5.920 -3.676 -0.112
H 3.944 2.771 0.322
H -2.470 -0.770 2.634
H 0.161 2.591 3.636
H 1.407 -1.224 -0.803
H -0.604 0.606 -0.662
H 1.120 -3.752 3.124
H -1.278 3.019 -2.488
H 2.814 0.759 0.118
H -3.174 -2.343 -0.606
H -0.449 5.306 -2.333
H -1.670 -3.496 -4.862
H -3.916 3.178 2.946
H -0.444 -4.022 -3.638
H -1.292 -3.342 0.743
H 0.279 2.738 -1.661
H 4.783 -3.880 -2.476
H -4.286 2.693 5.957
H -3.891 -1.721 2.367
H -0.786 4.864 -4.747
H -0.415 -2.915 3.461
H 1.676 -2.131 4.669
H 2.329 -1.555 3.226
H -5.305 2.524 3.753
H 6.998 -3.692 -1.548
H 5.234 -2.185 -2.666
H 1.885 -2.431 0.332
H -4.062 4.251 5.145
H 2.762 0.736 -2.783
H 0.958 5.325 -4.764
*
```

Computed properties:
**Lowest unoccupied orbital energy (alpha / beta)**: -7.24 / -7.43 eV
**HOMO level (alpha / beta)**: -12.054 / -12.054 eV
**Total energy**: -81030.512 eV
**Orbital gap (alpha / beta)**: 0.1768 / 0.1700 Ha

=====

Question: The highest total energy belongs to which entry?
Answer: C25H47FN3S2